No. 1
{
  "formula": "C33H27BaBr4NO4P2S2",
  "method": "ωB97M-V/def2-TZVPD",
  "symbols": ["Ba", "Br", "C", "C", "Br", "C", "Br", "C", "O", "C", "O", "C", "Br", "N", "C", "C", "O", "O", "H", "H", "H", "H", "S", "P", "S", "C", "C", "C", "C", "C", "C", "C", "C", "C", "C", "C", "C", "H", "H", "H", "H", "H", "H", "H", "H", "H", "H", "C", "P", "C", "C", "C", "C", "C", "C", "C", "C", "C", "C", "C", "C", "H", "H", "H", "H", "H", "H", "H", "H", "H", "H", "H", "H", "H"],
  "coordinates": [[-0.16042, -0.30802, -1.05791], [-5.73029, 2.36660, 2.70514], [-4.66629, 1.72048, 1.27302], [-5.04918, 1.92259, -0.04019], [-6.65914, 2.83549, -0.46352], [-4.22271, 1.44409, -1.08253], [-4.70413, 1.65921, -2.90541], [-3.00629, 0.78003, -0.85834], [-2.22681, 0.34985, -1.82363], [-2.61926, 0.52574, 0.53782], [-1.53320, -0.16472, 0.78192], [-3.46650, 1.02378, 1.54548], [-2.89388, 0.65616, 3.31771], [2.36136, -0.41279, 0.08620], [2.91507, -1.28685, -0.98422], [1.74432, -2.13392, -1.50433], [1.45148, -3.16539, -0.87054], [1.03848, -1.61163, -2.44532], [2.98806, 0.36337, 0.27090], [2.26089, -0.95509, 0.93689], [3.71772, -1.92693, -0.62431], [3.28550, -0.64301, -1.77981], [4.24157, 2.33447, -0.78804], [2.69388, 3.42364, -0.14820], [0.82710, 2.96689, -0.60997], [2.79420, 3.49737, 1.68064], [1.84268, 2.84867, 2.46292], [1.95911, 2.84464, 3.85338], [3.01954, 3.49724, 4.46796], [3.97634, 4.15106, 3.69010], [3.86657, 4.14233, 2.30466], [2.98804, 5.18276, -0.59177], [2.27203, 6.18168, 0.07119], [2.43002, 7.51717, -0.27750], [3.29897, 7.87352, -1.30719], [4.00625, 6.88356, -1.97671], [3.85397, 5.54237, -1.61903], [1.00498, 2.36019, 1.97640], [1.20943, 2.33304, 4.44746], [3.10284, 3.49857, 5.54973], [4.80859, 4.65967, 4.16563], [4.62092, 4.63296, 1.69748], [1.57642, 5.90546, 0.85929], [1.86781, 8.28061, 0.24709], [3.41830, 8.91538, -1.58452], [4.68162, 7.15153, -2.78134], [4.41126, 4.75993, -2.12308], [-3.42179, -2.54480, -1.11635], [-1.65172, -2.92859, -0.78021], [-1.42032, -4.23854, -2.08378], [-1.34530, -3.80289, -3.41383], [-1.20775, -4.70655, -4.46135], [-1.12583, -6.07293, -4.20222], [-1.18779, -6.51936, -2.88834], [-1.33979, -5.60891, -1.84329], [-1.74742, -3.96141, 0.74226], [-2.92053, -4.09428, 1.48071], [-2.95307, -4.84993, 2.64947], [-1.80844, -5.49180, 3.09836], [-0.62330, -5.35909, 2.37662], [-0.58690, -4.59569, 1.21460], [-3.79907, -1.84583, -0.36314], [-4.04319, -3.44081, -1.15128], [-3.46797, -2.01881, -2.07117], [-1.37047, -2.74175, -3.63494], [-1.14984, -4.33937, -5.48066], [-1.00666, -6.77846, -5.01746], [-1.12059, -7.58084, -2.67094], [-1.38864, -5.97864, -0.82373], [-3.82150, -3.59227, 1.15712], [-3.87909, -4.92614, 3.20755], [-1.83658, -6.08185, 4.00814], [0.28358, -5.84145, 2.72654], [0.34275, -4.48273, 0.65976]],
  "lowdin_charge": [1.9750, 0.6290, -0.7766, -0.7772, 0.6259, -0.6484, 0.6916, -0.4844, -0.4736, -0.4840, -0.4792, -0.6462, 0.6911, -0.1043, -0.2074, -0.7968, -0.0448, -0.4010, -0.0260, 0.0772, 0.1033, 0.0954, 0.1480, -0.0242, 0.1735, -0.3970, -0.1034, -0.0866, -0.1136, -0.1043, -0.1063, -0.3910, -0.0987, -0.0984, -0.1168, -0.1031, -0.1107, 0.0630, 0.0993, 0.0882, 0.0892, 0.1026, 0.1085, 0.0924, 0.0877, 0.0900, 0.0587, -0.2551, 0.9740, -0.3303, -0.0924, -0.0933, -0.1181, -0.1043, -0.0829, -0.3511, -0.0843, -0.0981, -0.1138, -0.0949, -0.0981, 0.0436, 0.0460, 0.0414, 0.1055, 0.0953, 0.0869, 0.0902, 0.0920, 0.0894, 0.0938, 0.0886, 0.0942, 0.0906],
  "total_charge": -2,
  "mol_weight_g_mol": 1084.61,
  "spin_multiplicity": 1
}


No. 2
{
  "formula": "C33H27Cl2CsIN6O2",
  "method": "ωB97M-V/def2-TZVPD",
  "symbols": ["Cs", "C", "C", "C", "C", "C", "C", "N", "C", "C", "C", "C", "C", "C", "N", "N", "C", "C", "C", "C", "C", "N", "H", "H", "H", "H", "H", "H", "H", "H", "H", "H", "H", "H", "H", "Cl", "C", "C", "C", "Cl", "C", "C", "C", "C", "N", "C", "C", "O", "H", "H", "H", "H", "C", "C", "O", "H", "H", "H", "H", "H", "H", "I", "C", "C", "C", "C", "C", "N", "H", "H", "H", "H"],
  "coordinates": [[-1.04086, 0.28689, -0.25147], [-3.93002, 1.44556, 4.16642], [-4.44158, 1.66272, 2.89318], [-3.62154, 2.10446, 1.86931], [-2.25212, 2.32566, 2.08898], [-1.74231, 2.07210, 3.36863], [-2.57492, 1.65124, 4.39234], [-1.41304, 2.68247, 1.05550], [-1.53765, 3.79610, 0.38372], [-2.32383, 4.91843, 0.84575], [-2.27284, 6.12495, 0.22866], [-1.46974, 6.32688, -0.92992], [-0.75526, 5.28831, -1.43813], [-0.78209, 3.99427, -0.84146], [-0.17883, 2.91213, -1.36726], [0.46407, 3.09673, -2.46648], [1.06740, 1.99900, -3.03691], [1.57585, 2.20497, -4.33648], [2.19133, 1.16905, -4.99892], [2.30420, -0.06589, -4.36454], [1.79354, -0.17593, -3.08260], [1.20338, 0.81292, -2.42236], [-4.58035, 1.11955, 4.96830], [-5.49164, 1.48217, 2.69336], [-4.01806, 2.26423, 0.87268], [-0.68287, 2.22333, 3.53958], [-2.15878, 1.48542, 5.37991], [-2.91206, 4.78317, 1.74426], [-2.84349, 6.95739, 0.62571], [-1.43687, 7.30356, -1.39655], [-0.15738, 5.40638, -2.33106], [1.45047, 3.18246, -4.78100], [2.57967, 1.30786, -6.00090], [2.76377, -0.91352, -4.85440], [1.85702, -1.12064, -2.54868], [-5.75719, -0.54472, -0.29657], [-4.88718, -1.42669, 0.92053], [-5.58410, -1.91856, 2.01671], [-4.92336, -2.62168, 2.99160], [-5.84462, -3.27215, 4.32741], [-3.52913, -2.79822, 2.93604], [-2.77256, -3.46046, 3.92851], [-1.41157, -3.52284, 3.81819], [-0.79818, -2.90528, 2.71436], [-1.46728, -2.31406, 1.75804], [-2.81438, -2.26150, 1.82462], [-3.50352, -1.61484, 0.71487], [-2.90330, -1.24836, -0.33918], [-6.64978, -1.75559, 2.09940], [-3.29064, -3.90102, 4.76982], [-0.80794, -4.02236, 4.56450], [0.28433, -2.89252, 2.61806], [-0.60990, -4.19671, -0.86007], [-0.65247, -3.47803, -2.19965], [-0.88962, -2.08960, -2.07515], [-0.38783, -5.25829, -0.99166], [-1.57258, -4.09948, -0.35670], [0.14661, -3.74782, -0.21605], [-1.41452, -3.94745, -2.83763], [0.30815, -3.57849, -2.71320], [-1.64883, -1.96221, -1.46849], [0.86574, -0.47606, 5.31070], [2.48234, -0.22649, 3.97820], [3.76947, -0.06269, 4.47054], [4.78763, 0.08654, 3.54240], [4.48311, 0.07305, 2.18915], [3.15807, -0.08829, 1.81466], [2.17667, -0.24103, 2.70172], [3.96496, -0.04998, 5.53264], [5.80971, 0.21667, 3.87470], [5.25626, 0.18823, 1.44224], [2.85707, -0.08742, 0.77279]],
  "lowdin_charge": [1.3640, -0.1093, -0.0961, -0.0472, -0.3759, -0.0435, -0.1151, -0.1005, -0.2620, -0.0252, -0.1028, -0.1257, -0.0471, -0.2384, -0.0220, 0.0196, -0.3486, -0.0319, -0.0956, -0.0907, -0.1684, 0.0552, 0.0926, 0.1006, 0.1160, 0.0949, 0.0816, 0.1040, 0.0940, 0.0832, 0.0916, 0.0994, 0.0971, 0.0899, 0.0990, 0.6695, -0.5993, -0.1522, -0.6263, 0.6326, -0.1812, -0.0383, -0.0800, -0.1789, 0.1002, -0.1486, -0.4603, -0.4806, 0.0996, 0.0809, 0.0950, 0.0958, -0.0849, -0.3222, -0.1974, 0.0697, 0.0681, 0.0686, 0.1076, 0.1034, -0.0154, 0.8876, -0.7809, -0.1420, -0.0779, -0.0638, -0.1219, 0.0313, 0.0874, 0.1048, 0.1021, 0.1114],
  "total_charge": -1,
  "mol_weight_g_mol": 870.33,
  "spin_multiplicity": 1
}


No. 3
{
  "formula": "C33H27Cl2N4O2W",
  "method": "ωB97M-V/def2-TZVPD",
  "symbols": ["W", "C", "C", "C", "C", "C", "C", "C", "C", "N", "C", "O", "C", "C", "C", "C", "C", "N", "C", "O", "N", "C", "C", "C", "C", "C", "C", "C", "C", "H", "H", "H", "H", "H", "H", "H", "H", "H", "H", "H", "H", "H", "H", "H", "H", "H", "H", "H", "H", "H", "N", "C", "C", "C", "C", "C", "C", "C", "C", "C", "H", "H", "H", "H", "Cl", "C", "Cl", "H", "H"],
  "coordinates": [[-0.37957, -0.17518, -0.52866], [2.72335, -2.29083, 1.20890], [1.61590, -3.21512, 0.80147], [1.85243, -4.41544, 0.22986], [0.76316, -5.29722, -0.24015], [-0.58830, -4.92792, 0.22892], [-0.84944, -3.72113, 0.78531], [-2.23793, -3.33376, 1.20412], [0.24300, -2.81172, 0.88116], [-0.01022, -1.43206, 1.04364], [0.00915, -0.98772, 2.39989], [0.11493, -1.74127, 3.32197], [-0.07001, 0.50002, 2.47541], [0.07412, 1.25129, 3.62687], [0.14571, 2.63521, 3.49911], [0.13271, 3.21474, 2.23155], [-0.01586, 2.38501, 1.13836], [-0.16567, 1.06130, 1.27371], [0.07321, 2.79288, -0.30335], [0.19533, 3.88719, -0.74338], [0.01054, 1.59798, -1.08871], [-0.11298, 1.40888, -2.48287], [0.93012, 0.72114, -3.15305], [2.24545, 0.38339, -2.50268], [0.75541, 0.44704, -4.50591], [-0.36930, 0.89149, -5.17269], [-1.36072, 1.62743, -4.51328], [-1.25675, 1.90389, -3.16776], [-2.26675, 2.77631, -2.47885], [3.68926, -2.77099, 1.07047], [2.63012, -2.01910, 2.26048], [2.71866, -1.37270, 0.61652], [2.87141, -4.73656, 0.04084], [0.98443, -6.32567, 0.06170], [-1.39247, -5.63854, 0.06700], [-2.65920, -4.10910, 1.84321], [-2.88882, -3.22828, 0.33423], [-2.25100, -2.40404, 1.76585], [0.14647, 0.75765, 4.58684], [0.25093, 3.25608, 4.37866], [0.24916, 4.28061, 2.08505], [2.24663, 0.48588, -1.41530], [3.01176, 1.06712, -2.87465], [2.55812, -0.62819, -2.75990], [1.53376, -0.07598, -5.04646], [-0.47375, 0.69388, -6.23173], [-2.20987, 2.00013, -5.07176], [-3.19403, 2.81815, -3.04794], [-1.88347, 3.79638, -2.41050], [-2.49144, 2.45743, -1.45983], [-0.54800, -9.58319, -3.93080], [-0.40614, -8.49113, -3.60897], [-0.24241, -7.12254, -3.21558], [-1.05696, -6.11284, -3.81871], [-0.93736, -4.77803, -3.51429], [-0.01342, -4.34192, -2.56277], [0.85284, -5.34948, -1.87115], [0.67795, -6.75736, -2.29832], [0.05254, -2.99804, -2.21032], [-0.07002, -1.89370, -1.68965], [-1.79926, -6.42686, -4.54506], [-1.57438, -4.05736, -4.00388], [1.89567, -5.06870, -2.05911], [1.32891, -7.50192, -1.85467], [-2.73576, -0.11567, -0.46244], [-3.77638, -0.23802, -2.03257], [-2.94902, -0.99169, -3.32721], [-3.99551, 0.80098, -2.25230], [-4.64121, -0.79969, -1.69604]],
  "nbo_charge": [1.4016, -0.6567, -0.0107, -0.0023, -0.3004, 0.0181, -0.0999, -0.6456, 0.5105, -0.7963, 0.6658, -0.4801, 0.0919, -0.1410, -0.1003, -0.1393, 0.0996, -0.4772, 0.6595, -0.4197, -0.6374, 0.0835, 0.0693, -0.6508, -0.2416, -0.0764, -0.2117, 0.0423, -0.6679, 0.2585, 0.2589, 0.2235, 0.2485, 0.3136, 0.2500, 0.2747, 0.2375, 0.2329, 0.2800, 0.2721, 0.2822, 0.2044, 0.2811, 0.2420, 0.2454, 0.2506, 0.2489, 0.2450, 0.2811, 0.2041, -0.1240, 0.1959, -0.1993, 0.0646, -0.2430, 0.1474, -0.3074, 0.0636, -0.1525, -0.1681, 0.2735, 0.2622, 0.3193, 0.2531, 0.1386, -0.3601, 0.0959, 0.2548, 0.2639],
  "total_charge": 3,
  "mol_weight_g_mol": 766.35,
  "spin_multiplicity": 1
}


The ΔE to the lowest compared entry with this formula, charge and spin results, record by record, are as follows: 57.5; 7.6; 15.7 kcal/mol.